Record 1
Computed, not measured: a molecular structure, FH2NS2 at a distorted geometry, with wB97M-V/def2-TZVPD.

CARTESIAN COORDINATES (ANGSTROEM)
N  -0.904  0.110  0.267
F  1.487  1.219  0.731
S  -0.102  -1.496  -1.167
S  0.230  0.241  1.295
H  -1.692  0.675  0.011
H  0.979  -0.749  -1.137

Calculated values
total charge	0
ΔE to the lowest compared entry with this formula, charge and spin	33.1	kcal per mole
E_HOMO (alpha / beta)	-8.9 / -8.9	eV
max |F|	3.360	eV/A
spin multiplicity	1


Record 2
Computed, not measured: a molecular structure, C35H87F5N10O26S2V at a distorted geometry, with wB97M-V/def2-TZVPD.

CARTESIAN COORDINATES (ANGSTROEM)
O  -2.874  -1.301  1.077
V  -1.973  -2.274  2.047
C  0.654  -2.027  -0.469
O  -0.141  -1.109  -1.286
O  -0.294  -2.501  0.487
C  1.331  -3.166  -1.407
F  1.737  -4.215  -0.618
F  0.596  -3.691  -2.397
F  2.488  -2.742  -2.050
C  0.575  -0.318  -2.284
C  -0.554  0.703  -2.827
H  -0.325  1.066  -3.829
H  -1.492  0.151  -2.903
H  -0.546  1.539  -2.128
H  0.988  -0.903  -3.106
H  1.494  0.148  -1.929
H  1.466  -1.415  -0.078
N  -1.064  -0.754  3.186
S  -0.418  -0.443  4.566
O  -1.044  0.652  5.371
O  0.951  -0.732  4.796
F  -1.129  -1.757  5.162
S  -0.443  0.757  2.666
O  1.019  1.019  2.532
O  -1.319  1.921  2.940
F  -0.767  0.504  1.098
C  1.458  3.630  0.862
C  2.814  3.430  0.199
O  2.735  2.685  -1.030
H  1.018  4.593  0.600
H  1.597  3.676  1.942
H  0.709  2.855  0.695
H  3.535  2.938  0.850
H  3.268  4.403  0.008
H  2.121  3.134  -1.617
C  -1.107  3.386  -6.605
O  -0.358  3.362  -5.381
C  1.111  3.425  -5.557
C  1.901  3.390  -4.201
N  1.492  4.348  -3.199
C  1.817  5.775  -3.463
C  1.572  6.607  -2.208
O  0.276  7.302  -2.257
C  0.054  8.194  -1.184
H  -0.905  2.492  -7.196
H  -0.960  4.245  -7.260
H  -2.137  3.147  -6.342
H  1.379  4.249  -6.218
H  1.410  2.512  -6.073
H  2.988  3.438  -4.258
H  1.719  2.390  -3.806
H  0.493  4.205  -3.235
H  1.174  5.964  -4.323
H  2.891  5.868  -3.623
H  2.419  7.292  -2.181
H  1.696  6.030  -1.292
H  -1.021  8.363  -1.118
H  0.612  9.100  -1.419
H  0.429  7.749  -0.263
C  -4.788  -6.748  -2.102
O  -4.069  -6.081  -1.043
C  -4.961  -5.566  -0.056
C  -4.278  -4.211  0.391
N  -2.889  -4.186  0.904
C  -2.811  -5.217  1.939
C  -1.352  -5.218  2.564
O  -1.050  -4.022  3.248
C  0.335  -3.730  3.452
H  -4.143  -7.248  -2.825
H  -5.264  -5.967  -2.694
H  -5.467  -7.560  -1.842
H  -5.107  -6.233  0.794
H  -6.005  -5.351  -0.286
H  -4.868  -3.774  1.197
H  -4.449  -3.522  -0.436
H  -2.299  -4.352  0.101
H  -3.183  -6.178  1.582
H  -3.560  -4.977  2.693
H  -0.635  -5.524  1.803
H  -1.244  -5.981  3.335
H  1.201  -4.294  3.106
H  0.470  -3.466  4.501
H  0.456  -2.801  2.895
C  -4.592  8.980  2.661
O  -4.667  7.594  2.185
C  -5.318  7.606  0.957
C  -4.877  6.320  0.075
N  -5.434  5.187  0.817
C  -5.176  3.918  0.248
C  -3.746  3.465  0.255
O  -3.018  4.253  -0.743
C  -1.889  3.665  -1.377
H  -4.257  9.565  1.805
H  -3.908  8.945  3.510
H  -5.614  9.181  2.980
H  -5.047  8.466  0.344
H  -6.388  7.596  1.163
H  -3.804  6.355  0.264
H  -5.186  6.388  -0.968
H  -5.055  5.178  1.753
H  -5.481  3.939  -0.799
H  -5.689  3.082  0.723
H  -3.711  2.387  0.099
H  -3.257  3.679  1.205
H  -1.022  3.478  -0.743
H  -1.560  4.242  -2.241
H  -2.061  2.747  -1.939
C  5.389  -4.563  7.317
O  4.471  -3.608  7.833
C  4.259  -2.336  7.198
C  3.616  -2.521  5.758
N  4.662  -2.890  4.748
C  4.298  -3.018  3.341
C  3.725  -1.776  2.624
O  4.640  -1.299  1.648
C  4.308  0.083  1.301
H  6.438  -4.291  7.199
H  5.132  -5.114  6.412
H  5.406  -5.391  8.026
H  5.141  -1.697  7.249
H  3.452  -1.816  7.714
H  2.941  -1.708  5.489
H  3.015  -3.429  5.802
H  5.607  -2.701  5.050
H  3.857  -3.950  2.985
H  5.276  -3.212  2.899
H  3.421  -1.036  3.365
H  2.748  -2.074  2.242
H  3.334  0.092  0.812
H  5.007  0.576  0.624
H  4.290  0.775  2.143
C  4.673  0.135  -2.392
N  4.560  0.316  -3.879
O  5.638  0.325  -4.554
O  3.490  0.614  -4.335
H  5.110  -0.845  -2.204
H  3.719  0.237  -1.874
H  5.402  0.850  -2.010
C  1.227  -8.494  0.837
N  2.458  -7.594  0.711
O  3.475  -7.990  0.222
O  2.456  -6.455  1.241
H  0.655  -8.174  1.708
H  1.413  -9.558  0.977
H  0.539  -8.269  0.021
C  -2.476  -2.871  -2.970
N  -3.634  -2.042  -3.203
O  -4.322  -2.322  -4.174
O  -3.962  -1.172  -2.421
H  -2.820  -3.809  -2.534
H  -1.860  -2.406  -2.200
H  -1.959  -2.806  -3.928
C  4.906  -4.460  -0.260
N  6.343  -4.119  0.009
O  6.706  -4.394  1.153
O  7.108  -3.778  -0.939
H  4.374  -4.463  0.692
H  4.955  -5.448  -0.718
H  4.487  -3.623  -0.817
C  -4.738  1.745  -3.058
N  -4.840  1.732  -4.531
O  -5.294  0.715  -5.057
O  -4.325  2.710  -4.918
H  -5.380  0.962  -2.654
H  -5.251  2.646  -2.722
H  -3.658  1.705  -2.915

Calculated values
total charge	-1
⟨S²⟩	2.047
E_HOMO (alpha / beta)	-4.9 / -6.3	eV
max |F|	9.115	eV/A
spin multiplicity	3


Record 3
Computed, not measured: a molecular structure, C43H56CrN6O, with wB97M-V/def2-TZVPD.

CARTESIAN COORDINATES (ANGSTROEM)
Cr  0.350  0.664  -0.003
C  0.943  2.731  0.344
C  1.823  1.953  1.158
C  1.005  1.352  2.190
C  -0.324  1.706  1.897
C  -0.391  2.596  0.804
C  -1.607  3.470  0.541
C  -1.707  4.383  1.780
C  -1.471  4.368  -0.687
C  -2.889  2.642  0.435
C  1.331  0.727  3.561
C  2.159  1.757  4.354
C  0.046  0.543  4.389
C  2.035  -0.634  3.566
C  3.338  2.145  1.025
C  3.689  3.479  1.706
C  4.197  1.012  1.590
C  3.765  2.255  -0.444
H  1.263  3.406  -0.430
H  -1.185  1.384  2.458
H  -0.794  4.969  1.908
H  -1.869  3.803  2.689
H  -2.543  5.075  1.663
H  -0.531  4.923  -0.679
H  -2.279  5.101  -0.682
H  -1.543  3.809  -1.617
H  -3.015  1.968  1.285
H  -2.893  2.045  -0.476
H  -3.752  3.310  0.411
H  1.666  2.731  4.348
H  3.167  1.885  3.972
H  2.239  1.427  5.391
H  -0.459  1.493  4.570
H  0.320  0.127  5.359
H  -0.664  -0.145  3.932
H  2.868  -0.697  2.878
H  1.330  -1.425  3.317
H  2.403  -0.829  4.576
H  3.343  3.525  2.737
H  3.233  4.311  1.167
H  4.771  3.624  1.701
H  4.140  0.904  2.667
H  5.241  1.208  1.340
H  3.916  0.064  1.124
H  3.146  2.934  -1.031
H  3.755  1.271  -0.905
H  4.788  2.631  -0.489
N  -7.866  -2.215  -5.718
C  -6.973  -1.870  -5.084
C  -5.853  -1.443  -4.288
C  -5.780  -0.127  -3.840
C  -4.696  0.280  -3.082
C  -3.688  -0.622  -2.754
C  -3.773  -1.939  -3.198
C  -4.847  -2.351  -3.967
C  -2.536  -0.176  -1.927
C  -1.700  0.789  -2.444
C  -1.766  1.353  -3.757
C  -0.724  2.231  -3.863
C  -0.048  2.177  -2.618
N  -0.612  1.343  -1.765
C  -2.398  -0.749  -0.649
C  -3.315  -1.609  -0.013
C  -2.826  -1.840  1.264
C  -1.633  -1.115  1.354
N  -1.353  -0.466  0.214
H  -6.569  0.569  -4.089
H  -4.632  1.302  -2.732
H  -2.993  -2.643  -2.937
H  -4.913  -3.371  -4.320
H  -2.506  1.113  -4.503
H  -0.455  2.847  -4.704
H  0.836  2.733  -2.352
H  -4.234  -1.977  -0.439
H  -3.275  -2.433  2.044
H  -0.949  -1.069  2.185
C  1.014  -2.707  -4.271
N  1.407  -1.583  -3.440
C  2.284  -0.585  -3.776
C  2.308  0.268  -2.718
N  1.475  -0.197  -1.724
C  0.942  -1.303  -2.211
H  0.519  -2.353  -5.173
H  0.324  -3.332  -3.710
H  1.886  -3.298  -4.543
H  2.803  -0.572  -4.717
H  2.855  1.186  -2.632
H  0.198  -1.908  -1.723
O  1.295  -1.115  0.764
C  1.420  -2.348  0.721
C  2.748  -2.997  1.022
C  2.750  -3.920  2.268
C  1.376  -4.358  2.778
C  0.575  -5.220  1.806
C  0.533  -4.627  0.395
N  0.413  -3.172  0.388
H  3.469  -2.191  1.141
H  3.045  -3.554  0.130
H  3.254  -3.392  3.078
H  3.356  -4.802  2.053
H  0.787  -3.474  3.036
H  1.508  -4.905  3.712
H  -0.440  -5.338  2.188
H  1.006  -6.221  1.740
H  -0.312  -5.026  -0.165
H  1.432  -4.900  -0.157
H  -0.510  -2.759  0.335

Calculated values
total charge	+1
⟨S²⟩	0.768
ΔE to the lowest compared entry with this formula, charge and spin	0.0	kcal per mole
E_HOMO (alpha / beta)	-10.3 / -10.3	eV
max |F|	0.109	eV/A
spin multiplicity	2


Record 4
Computed, not measured: a gas-phase ion, C4H8N3O (charge +1) at a distorted geometry, with wB97M-V/def2-TZVPD.

CARTESIAN COORDINATES (ANGSTROEM)
C  1.759  1.347  0.109
C  1.296  0.200  -0.826
C  -0.132  0.173  -0.558
N  -1.237  1.523  -0.678
O  -2.245  0.972  -0.079
C  -2.103  -0.218  0.405
N  -0.878  -0.733  0.143
N  -0.630  -1.935  0.694
H  1.411  1.036  1.090
H  1.260  2.334  -0.159
H  2.853  1.143  0.026
H  1.712  -0.770  -0.468
H  1.696  0.495  -1.804
H  -3.011  -0.630  0.926
H  -1.542  -2.266  1.051
H  -0.210  -2.672  0.128

Calculated values
total charge	+1
ΔE to the lowest compared entry with this formula, charge and spin	174.1	kcal per mole
E_HOMO (alpha / beta)	-14.3 / -14.3	eV
max |F|	7.154	eV/A
spin multiplicity	1
structure (SMILES)	CCc1noc[n+]1N


Record 5
Computed, not measured: 2 unconnected molecules or ions with the total composition C8H18NO3P at a distorted geometry, with wB97M-V/def2-TZVPD.

CARTESIAN COORDINATES (ANGSTROEM)
C  -0.758  -0.243  -4.412
C  -0.756  -0.996  -3.042
C  0.217  -0.272  -1.944
C  -0.276  -0.720  -0.670
N  -0.775  -1.520  0.035
O  -1.250  -2.044  1.003
H  -0.273  -0.717  -5.268
H  -1.801  -0.046  -4.555
H  -0.245  0.685  -4.244
H  -0.362  -2.059  -3.029
H  -1.757  -1.082  -2.758
H  1.312  -0.598  -2.243
H  0.018  0.842  -2.030
O  3.001  -1.274  -0.545
P  2.663  -0.097  0.212
C  1.539  -0.419  1.655
C  0.655  0.751  2.163
C  -0.648  0.361  2.760
C  -1.912  1.026  2.337
O  -1.963  2.413  2.585
H  3.738  0.648  0.790
H  2.324  0.927  -0.588
H  0.957  -1.270  1.441
H  2.517  -0.509  2.388
H  1.250  1.451  2.728
H  0.436  1.263  1.318
H  -0.639  0.120  3.863
H  -0.731  -0.597  2.455
H  -2.034  0.838  1.292
H  -2.758  0.545  2.821
H  -1.690  2.597  3.484

Calculated values
total charge	0
ΔE to the lowest compared entry with this formula, charge and spin	141.0	kcal per mole
E_HOMO	-9.6	eV
max |F|	4.784	eV/A
spin multiplicity	1
structure (SMILES)	CCCC#[N+][O-].O=[PH2]CCCCO


Record 6
Computed, not measured: a single C6H6O molecule at a distorted geometry, with wB97M-V/def2-TZVPD.

CARTESIAN COORDINATES (ANGSTROEM)
C  0.710  -0.990  0.105
C  -0.324  -0.471  -0.844
C  -1.427  0.276  -0.073
C  -1.032  0.835  1.035
C  1.207  0.266  0.600
C  0.386  0.668  -1.487
O  1.247  1.082  -0.617
H  0.601  -1.720  0.888
H  1.546  -1.257  -0.546
H  -0.637  -1.167  -1.651
H  -2.439  0.407  -0.551
H  -1.591  1.395  1.733
H  1.753  0.677  1.408

Calculated values
total charge	0
ΔE to the lowest compared entry with this formula, charge and spin	153.2	kcal per mole
E_HOMO	-8.4	eV
max |F|	4.957	eV/A
spin multiplicity	1


Question: total charge of number 3 (C43H56CrN6O)?
Answer: +1